[1]
Here is a 6-piece molecular cluster, C33H74BI2NO21P5 overall from the OMol25 dataset. Energies are from ωB97M-V/def2-TZVPD.

Output
Total charge = -1
HOMO-LUMO gap = 3.307 eV
Electronic energy = -143221.3191 eV
Multiplicity = 1

Each line ends with the Löwdin charge.
Geometry (Å):
1 C 1.45 2.74 3.11  -0.1328
2 O 1.62 2.77 1.70  -0.2183
3 C 1.49 4.10 1.16  -0.2274
4 C 0.73 4.14 -0.21  -0.1634
5 C 1.26 2.96 -1.11  -0.1959
6 C 0.36 1.66 -1.17  -0.1889
7 C -0.81 1.57 -0.12  -0.2078
8 C -2.15 2.00 -0.83  -0.2140
9 C -3.32 2.43 0.14  -0.1920
10 C -4.61 1.52 0.02  -0.2202
11 C -5.86 2.26 -0.62  -0.1912
12 B -7.00 2.71 0.49  -0.7315
13 C -8.37 1.82 0.49  -0.5747
14 I -9.15 0.83 -1.30  0.7751
15 C -9.15 1.65 1.59  -0.7804
16 C -10.49 0.83 1.56  -0.2618
17 I -8.67 2.50 3.51  0.8117
18 C -7.35 4.28 0.28  -0.1184
19 C -7.22 5.31 1.32  -0.0675
20 C -7.49 6.71 1.14  -0.1769
21 N -7.95 7.19 -0.03  -0.0076
22 C -8.11 6.27 -1.00  -0.2079
23 C -7.85 4.86 -0.99  -0.0257
24 H 0.72 3.49 3.50  0.0858
25 H 2.42 2.82 3.67  0.0831
26 H 1.02 1.73 3.36  0.0930
27 H 2.55 4.43 0.92  0.1205
28 H 1.12 4.85 1.91  0.1127
29 H -0.38 4.21 -0.12  0.1063
30 H 1.06 5.09 -0.71  0.1042
31 H 2.31 2.72 -0.81  0.1013
32 H 1.33 3.36 -2.16  0.0938
33 H 1.05 0.76 -1.02  0.0908
34 H -0.10 1.62 -2.19  0.0975
35 H -0.62 2.08 0.85  0.0884
36 H -0.93 0.48 0.12  0.1116
37 H -1.95 2.75 -1.65  0.1039
38 H -2.52 1.09 -1.38  0.1003
39 H -3.62 3.47 -0.17  0.0986
40 H -3.02 2.50 1.21  0.1001
41 H -4.43 0.60 -0.60  0.0927
42 H -4.89 1.17 1.04  0.0859
43 H -5.49 3.22 -1.09  0.0828
44 H -6.25 1.64 -1.46  0.0400
45 H -6.49 2.53 1.58  0.0519
46 H -10.31 -0.25 1.36  0.0572
47 H -11.19 1.29 0.81  0.0289
48 H -11.02 0.95 2.54  0.0390
49 H -6.84 4.98 2.31  0.0718
50 H -7.34 7.39 2.01  0.0905
51 H -8.52 6.67 -1.96  0.0865
52 H -8.02 4.21 -1.87  0.0957
53 C 4.28 -1.66 2.00  -0.1309
54 O 3.11 -1.70 1.17  -0.2597
55 P 3.39 -2.03 -0.48  0.6875
56 O 1.99 -1.63 -0.86  -0.2691
57 O 3.46 -3.64 -0.16  -0.2828
58 C 2.43 -4.24 0.62  -0.1059
59 O 3.81 -2.36 -2.10  -0.2390
60 C 5.17 -2.76 -2.33  -0.1426
61 H 3.97 -1.57 3.04  0.0897
62 H 4.87 -2.57 1.88  0.0615
63 H 4.89 -0.79 1.73  0.0794
64 H 1.52 -3.65 0.61  0.0890
65 H 2.78 -4.35 1.65  0.0853
66 H 2.23 -5.23 0.21  0.0873
67 H 5.36 -3.73 -1.87  0.0770
68 H 5.86 -2.02 -1.93  0.0777
69 H 5.32 -2.85 -3.40  0.0824
70 C 8.68 -3.76 6.51  -0.1347
71 O 7.46 -3.82 5.75  -0.2553
72 P 7.65 -4.18 4.09  0.6521
73 O 6.25 -3.79 3.72  -0.2702
74 O 7.75 -5.78 4.43  -0.2811
75 C 6.74 -6.39 5.22  -0.1076
76 O 8.15 -4.48 2.51  -0.2228
77 C 9.53 -4.86 2.34  -0.1283
78 H 8.42 -3.66 7.56  0.0874
79 H 9.26 -4.68 6.37  0.0816
80 H 9.27 -2.90 6.20  0.0799
81 H 5.81 -5.82 5.21  0.0874
82 H 7.10 -6.49 6.25  0.0823
83 H 6.55 -7.39 4.82  0.0892
84 H 9.73 -5.82 2.80  0.0789
85 H 10.19 -4.09 2.76  0.0801
86 H 9.73 -4.94 1.27  0.0563
87 C 6.62 5.70 -4.90  -0.1388
88 O 5.65 4.82 -4.32  -0.2572
89 P 4.42 5.59 -3.42  0.6525
90 O 3.92 4.33 -2.78  -0.2553
91 O 3.59 5.93 -4.80  -0.2828
92 C 3.31 4.88 -5.72  -0.1019
93 O 3.38 6.62 -2.56  -0.2318
94 C 3.53 8.02 -2.80  -0.1312
95 H 7.27 5.11 -5.55  0.0865
96 H 6.14 6.47 -5.50  0.0810
97 H 7.23 6.16 -4.12  0.0786
98 H 3.34 3.90 -5.24  0.0903
99 H 4.03 4.91 -6.53  0.0818
100 H 2.31 5.05 -6.13  0.0922
101 H 3.26 8.27 -3.83  0.0797
102 H 4.56 8.34 -2.61  0.0774
103 H 2.87 8.56 -2.13  0.0889
104 C -13.84 1.24 -1.04  -0.1257
105 O -14.03 0.64 0.26  -0.2540
106 P -15.54 0.96 0.98  0.6439
107 O -15.14 0.46 2.34  -0.2683
108 O -16.26 -0.22 0.10  -0.2853
109 C -15.70 -1.53 0.10  -0.1070
110 O -17.06 1.53 1.47  -0.2335
111 C -17.84 2.18 0.46  -0.1371
112 H -12.90 0.87 -1.45  0.0752
113 H -14.66 0.98 -1.71  0.0796
114 H -13.77 2.33 -0.94  0.0851
115 H -15.07 -1.70 0.98  0.0887
116 H -15.10 -1.67 -0.80  0.0843
117 H -16.51 -2.25 0.10  0.0869
118 H -18.12 1.48 -0.33  0.0778
119 H -17.28 3.02 0.03  0.0796
120 H -18.74 2.57 0.93  0.0843
121 C 9.09 -9.21 -1.91  -0.1266
122 O 9.39 -7.95 -1.31  -0.2454
123 P 10.93 -7.84 -0.58  0.6629
124 O 10.63 -6.57 0.15  -0.2671
125 O 11.63 -7.55 -2.03  -0.2806
126 C 11.11 -6.51 -2.86  -0.1000
127 O 12.46 -8.05 0.11  -0.2263
128 C 13.16 -9.25 -0.26  -0.1285
129 H 8.15 -9.12 -2.45  0.0913
130 H 9.87 -9.51 -2.62  0.0824
131 H 8.98 -9.98 -1.15  0.0813
132 H 10.55 -5.77 -2.28  0.0882
133 H 10.47 -6.94 -3.62  0.0853
134 H 11.95 -6.01 -3.34  0.0911
135 H 13.41 -9.23 -1.33  0.0805
136 H 12.56 -10.13 -0.04  0.0801
137 H 14.08 -9.30 0.31  0.0879

***

[2]
Here is a 11-piece molecular cluster, C33H74F5N2O12S11 overall from the OMol25 dataset. Energies are from ωB97M-V/def2-TZVPD.

Output
Total charge = -1
HOMO-LUMO gap = 6.715 eV
Electronic energy = -195741.5114 eV
Multiplicity = 1

Each line ends with the Löwdin charge.
Geometry (Å):
1 N -1.24 -5.27 0.20  -0.0061
2 C -1.54 -3.85 -0.08  -0.2833
3 C -0.36 -2.94 0.24  -0.1552
4 C 0.27 -2.22 -0.99  -0.1776
5 N 0.26 -0.76 -0.84  -0.0495
6 C 1.58 -0.14 -0.85  -0.5219
7 S 2.55 -0.84 0.53  0.8315
8 C 2.40 -0.24 -2.18  -0.7100
9 O 2.77 -1.37 -2.54  -0.0487
10 O 2.58 0.86 -2.74  -0.0751
11 C -0.68 -0.15 -1.69  -0.5053
12 F -0.56 1.21 -1.59  0.0970
13 F -0.51 -0.44 -3.02  0.0990
14 C -2.09 -0.53 -1.29  -0.0883
15 C -2.58 -0.08 -0.07  -0.0236
16 C -3.88 -0.39 0.34  -0.0243
17 C -4.70 -1.15 -0.48  -0.0025
18 C -4.21 -1.60 -1.71  -0.1147
19 C -5.09 -2.41 -2.60  -0.5740
20 F -6.39 -2.05 -2.50  0.1274
21 F -4.76 -2.31 -3.89  0.1401
22 F -5.06 -3.73 -2.30  0.1114
23 C -2.91 -1.29 -2.12  0.0529
24 H -0.70 -5.63 -0.58  0.0608
25 H -2.13 -5.76 0.12  0.0575
26 H -2.40 -3.54 0.51  0.0798
27 H -1.85 -3.77 -1.13  0.0921
28 H 0.41 -3.52 0.73  0.0991
29 H -0.67 -2.16 0.92  0.0998
30 H -0.29 -2.54 -1.87  0.1121
31 H 1.28 -2.58 -1.14  0.0919
32 H 1.52 0.92 -0.65  0.0458
33 H 3.77 -0.88 -0.01  -0.1117
34 H -1.95 0.53 0.57  0.0968
35 H -4.25 -0.03 1.29  0.1132
36 H -5.71 -1.38 -0.17  0.1173
37 H -2.54 -1.65 -3.07  0.1315
38 C -1.90 2.91 0.38  -0.2768
39 S -2.86 4.32 0.94  0.8170
40 O -4.01 3.78 1.72  -0.5723
41 C -3.49 4.76 -0.68  -0.2851
42 H -1.44 2.44 1.25  0.0645
43 H -2.55 2.20 -0.12  0.0288
44 H -1.12 3.25 -0.30  0.0368
45 H -4.03 3.91 -1.10  0.0631
46 H -2.66 5.04 -1.33  0.0494
47 H -4.15 5.61 -0.57  0.0289
48 C -7.01 -6.07 -2.90  -0.2684
49 S -7.39 -7.25 -1.61  0.7993
50 O -6.26 -8.22 -1.55  -0.5518
51 C -8.73 -8.07 -2.49  -0.2815
52 H -6.16 -5.48 -2.59  0.0225
53 H -6.76 -6.61 -3.82  0.0619
54 H -7.87 -5.43 -3.06  0.0577
55 H -8.35 -8.47 -3.43  0.0545
56 H -9.53 -7.36 -2.66  0.0487
57 H -9.09 -8.89 -1.86  0.0447
58 C -5.66 8.03 -4.64  -0.2885
59 S -5.49 7.40 -2.97  0.8111
60 O -4.24 6.59 -2.94  -0.5541
61 C -6.86 6.24 -3.06  -0.2686
62 H -4.86 8.75 -4.81  0.0343
63 H -5.57 7.21 -5.35  0.0616
64 H -6.62 8.53 -4.75  0.0514
65 H -6.69 5.54 -3.88  0.0586
66 H -7.79 6.79 -3.21  0.0512
67 H -6.90 5.69 -2.12  0.0485
68 C -1.01 -5.38 4.19  -0.2683
69 S -2.76 -5.10 3.97  0.7957
70 O -2.90 -4.10 2.89  -0.5483
71 C -3.03 -4.22 5.52  -0.2784
72 H -0.64 -5.88 3.29  0.0437
73 H -0.50 -4.42 4.31  0.0618
74 H -0.84 -6.01 5.07  0.0484
75 H -2.38 -3.34 5.55  0.0577
76 H -2.81 -4.89 6.36  0.0474
77 H -4.07 -3.91 5.56  0.0445
78 C 3.52 2.09 2.86  -0.2784
79 S 4.76 0.97 3.53  0.7851
80 O 4.10 -0.36 3.53  -0.5764
81 C 4.76 1.64 5.19  -0.2772
82 H 3.30 1.79 1.84  -0.0015
83 H 2.61 2.02 3.46  0.0638
84 H 3.91 3.11 2.87  0.0549
85 H 3.76 1.60 5.61  0.0589
86 H 5.12 2.67 5.16  0.0533
87 H 5.44 1.03 5.79  -0.0005
88 C 8.52 -0.91 8.55  -0.2647
89 S 6.75 -0.66 8.64  0.8177
90 O 6.37 0.23 7.51  -0.5520
91 C 6.77 0.35 10.13  -0.2698
92 H 8.73 -1.48 7.66  0.0295
93 H 9.02 0.06 8.50  0.0585
94 H 8.85 -1.46 9.43  0.0548
95 H 7.40 1.23 9.95  0.0566
96 H 7.16 -0.24 10.96  0.0534
97 H 5.75 0.66 10.34  0.0488
98 C 6.72 -3.05 -5.59  -0.2882
99 S 5.65 -3.54 -4.22  0.8035
100 O 5.42 -5.01 -4.37  -0.5744
101 C 4.19 -2.70 -4.81  -0.2823
102 H 7.69 -3.51 -5.43  0.0392
103 H 6.29 -3.40 -6.53  0.0495
104 H 6.82 -1.97 -5.59  0.0481
105 H 3.94 -3.07 -5.81  0.0558
106 H 4.37 -1.63 -4.83  0.0566
107 H 3.38 -2.89 -4.12  0.0310
108 C 1.67 4.66 -2.03  -0.2561
109 S 1.97 3.66 -0.57  0.7846
110 O 2.29 4.60 0.55  -0.5689
111 C 3.52 2.96 -1.14  -0.2579
112 H 0.75 5.22 -1.87  0.0398
113 H 2.50 5.35 -2.18  0.0527
114 H 1.55 4.00 -2.89  0.0592
115 H 4.23 3.77 -1.35  0.0573
116 H 3.33 2.36 -2.03  0.0172
117 H 3.91 2.32 -0.35  0.0406
118 C -3.80 9.32 -8.09  -0.2680
119 S -4.77 10.76 -7.62  0.8064
120 O -5.92 10.26 -6.83  -0.5563
121 C -5.39 11.11 -9.27  -0.2746
122 H -3.35 8.91 -7.19  0.0483
123 H -4.44 8.58 -8.56  0.0603
124 H -3.01 9.63 -8.78  0.0535
125 H -5.92 10.25 -9.65  0.0580
126 H -4.55 11.37 -9.92  0.0521
127 H -6.06 11.96 -9.20  0.0480
128 C 7.85 -4.22 6.63  -0.2685
129 S 8.09 -5.34 8.01  0.8053
130 O 8.47 -4.51 9.18  -0.5645
131 C 9.60 -6.09 7.38  -0.2753
132 H 6.96 -3.62 6.85  0.0506
133 H 8.72 -3.58 6.54  0.0485
134 H 7.69 -4.78 5.71  0.0595
135 H 10.35 -5.31 7.23  0.0569
136 H 9.38 -6.61 6.45  0.0534
137 H 9.95 -6.80 8.13  0.0470